Model w:
This record from the Open Molecules 2025 dataset describes one molecule with the formula C2H5N. The level of theory is the ωB97M-V functional and the def2-TZVPD basis.

The geometry in ORCA input format:
```
! RIJCOSX wB97M-V def2-TZVPD def2/J DEFGRID3
* xyz 0 1
C 0.542 -0.518 -0.129
C -0.783 0.078 -0.127
N 0.477 0.923 -0.231
H 1.067 -0.812 -0.959
H 0.806 -0.860 0.865
H -1.252 -0.071 0.870
H -1.449 0.038 -0.977
H 0.592 1.222 0.689
*
```

Values from the calculation:
- E_HOMO (eV) = -10.22
- frontier orbital gap (eV) = 11.49

Model x:
This record from the Open Molecules 2025 dataset describes one molecule with the formula C2H5N. The level of theory is the ωB97M-V functional and the def2-TZVPD basis.

The geometry in ORCA input format:
```
! RIJCOSX wB97M-V def2-TZVPD def2/J DEFGRID3
* xyz 0 1
H 2.120 0.363 -0.947
N 1.358 0.667 -0.456
C 0.315 -0.124 -0.431
C -0.885 0.036 0.511
H 0.467 -1.080 -0.813
H -0.697 1.031 1.015
H -0.873 -0.838 1.111
H -1.805 -0.055 0.010
*
```

Values from the calculation:
- E_HOMO (eV) = -9.80
- frontier orbital gap (eV) = 10.97

Stability verdict: model x, ahead by 0.0259 hartree

Model w:
This record from the Open Molecules 2025 dataset describes one molecule with the formula C4H8N4O3. The level of theory is the ωB97M-V functional and the def2-TZVPD basis.

The geometry in ORCA input format:
```
! RIJCOSX wB97M-V def2-TZVPD def2/J DEFGRID3
* xyz 0 1
C 0.676 0.232 0.614
C -1.233 -0.841 1.757
C 0.249 -0.462 -0.738
C -0.387 0.573 -1.735
N -1.121 1.626 1.226
N -0.585 0.307 1.389
N -0.530 -1.624 -0.447
N 0.098 -2.683 -0.059
O -2.062 1.934 1.895
O -0.607 -3.457 0.505
O 1.312 -2.783 -0.224
H 1.293 -0.374 1.189
H 1.009 1.316 0.444
H -0.668 -1.656 2.092
H -2.345 -0.910 1.707
H 1.248 -0.752 -1.205
H -0.265 0.059 -2.595
H 0.038 1.636 -1.678
H -1.410 0.643 -1.357
*
```

Values from the calculation:
- E_HOMO (spin up / spin down) (eV) = -9.44 / -9.44
- frontier orbital gap (spin up / spin down) (eV) = 7.26 / 7.26

Model x:
This record from the Open Molecules 2025 dataset describes one molecule with the formula C4H8N4O3. The level of theory is the ωB97M-V functional and the def2-TZVPD basis.

The geometry in ORCA input format:
```
! RIJCOSX wB97M-V def2-TZVPD def2/J DEFGRID3
* xyz 0 1
C 1.734 0.690 -1.445
N 0.643 1.308 -0.799
C -0.161 0.801 -0.002
N -1.258 1.239 0.680
C -2.355 1.928 0.182
O -3.369 2.084 0.798
N 0.231 -0.847 0.330
C 0.759 -1.444 1.536
N -0.372 -1.690 -0.505
O -1.004 -1.235 -1.465
O -0.151 -2.848 -0.298
H 2.213 1.395 -2.121
H 1.330 -0.080 -2.172
H 2.460 0.164 -0.749
H -1.325 0.904 1.727
H -2.258 2.277 -0.948
H 0.380 -2.441 1.470
H 1.837 -1.386 1.341
H 0.667 -0.819 2.439
*
```

Values from the calculation:
- E_HOMO (eV) = -10.17
- frontier orbital gap (eV) = 10.64

Stability verdict: model x, ahead by 0.1331 hartree

Model w:
This record from the Open Molecules 2025 dataset describes one molecule with the formula C18H18N2O2. The level of theory is the ωB97M-V functional and the def2-TZVPD basis.

The geometry in ORCA input format:
```
! RIJCOSX wB97M-V def2-TZVPD def2/J DEFGRID3
* xyz 0 1
C -2.964 -3.848 0.323
C -2.381 -2.598 -0.320
C -1.767 -1.671 0.733
N -1.267 -0.462 0.136
C 0.002 -0.210 -0.319
C 1.099 -1.187 -0.279
O 0.909 -2.389 -0.258
C 2.447 -0.580 -0.343
C 3.389 -1.112 -1.213
C 4.634 -0.526 -1.349
C 4.940 0.594 -0.596
C 4.029 1.113 0.308
C 2.777 0.528 0.458
O 1.857 0.903 1.382
C 2.065 2.098 2.097
N 0.130 0.984 -0.850
C -1.094 1.567 -0.748
C -1.530 2.831 -1.145
C -2.844 3.158 -0.902
C -3.723 2.262 -0.281
C -3.318 1.008 0.119
C -1.994 0.665 -0.122
H -3.397 -4.496 -0.434
H -2.187 -4.400 0.846
H -3.743 -3.587 1.038
H -3.160 -2.058 -0.865
H -1.600 -2.879 -1.028
H -2.519 -1.399 1.481
H -0.942 -2.185 1.229
H 3.117 -1.978 -1.796
H 5.355 -0.934 -2.039
H 5.905 1.068 -0.700
H 4.307 1.974 0.896
H 2.190 2.948 1.421
H 2.930 2.024 2.763
H 1.165 2.243 2.693
H -0.849 3.516 -1.622
H -3.216 4.129 -1.195
H -4.747 2.566 -0.115
H -4.004 0.323 0.594
*
```

Values from the calculation:
- E_HOMO (eV) = -8.50
- frontier orbital gap (eV) = 8.49

Model x:
This record from the Open Molecules 2025 dataset describes one molecule with the formula C18H18N2O2. The level of theory is the ωB97M-V functional and the def2-TZVPD basis.

The geometry in ORCA input format:
```
! RIJCOSX wB97M-V def2-TZVPD def2/J DEFGRID3
* xyz 0 1
C 0.429 0.986 2.764
C 0.543 0.858 1.260
C 1.893 0.376 0.797
C 0.336 2.141 0.538
C 0.882 3.339 0.821
C 0.421 4.424 0.030
C -0.396 4.382 -1.105
C -0.980 3.078 -1.275
C -0.628 1.903 -0.438
N -1.277 0.597 -0.384
C -2.750 0.534 -0.201
C -2.914 -0.405 0.974
O -3.747 -1.115 1.502
N -1.714 -0.574 1.630
C -0.685 -0.102 0.705
C -0.231 -1.474 0.169
C -0.106 -1.839 -1.177
C 0.436 -3.127 -1.714
C 1.250 -3.880 -0.894
C 1.947 -4.754 -1.808
C 1.416 -4.567 -3.043
O 0.388 -3.660 -3.031
H 1.380 1.289 3.285
H 0.081 0.067 3.254
H -0.321 1.798 2.954
H 2.720 0.799 1.338
H 1.997 0.392 -0.340
H 1.966 -0.723 0.989
H 1.583 3.464 1.541
H 0.868 5.374 0.234
H -0.496 5.300 -1.779
H -1.673 2.791 -2.052
H -3.261 1.449 -0.112
H -3.261 0.107 -1.133
H -1.668 -1.486 2.070
H -0.004 -2.188 0.952
H -0.269 -1.133 -1.945
H 1.574 -3.646 0.103
H 2.576 -5.576 -1.625
H 1.692 -5.200 -3.852
*
```

Values from the calculation:
- E_HOMO (eV) = -8.05
- frontier orbital gap (eV) = 8.62

Stability verdict: model w, ahead by 0.1552 hartree

Model w:
This record from the Open Molecules 2025 dataset describes a 3-piece molecular cluster, C5H15NO2 overall. The level of theory is the ωB97M-V functional and the def2-TZVPD basis.

The geometry in ORCA input format:
```
! RIJCOSX wB97M-V def2-TZVPD def2/J DEFGRID3
* xyz -1 2
C 0.308 -1.826 -0.385
N 0.455 -0.407 -0.804
C 1.865 0.166 -0.606
C 1.858 1.071 0.634
C 0.648 0.891 1.499
C 0.117 2.026 1.967
H -0.718 -2.079 -0.419
H 0.670 -2.121 0.634
H 0.827 -2.280 -1.250
H -0.367 0.120 -0.324
H 2.075 0.753 -1.498
H 2.517 -0.714 -0.753
H 1.787 2.205 0.340
H 2.729 1.081 1.318
H 0.348 -0.049 1.965
H 0.068 3.005 1.468
H -0.514 2.029 2.841
H -2.942 0.358 1.197
H -2.942 -0.311 2.565
O -2.391 -0.190 1.766
H -1.692 -1.968 -3.865
H -0.902 -0.965 -3.032
O -1.723 -1.064 -3.528
*
```

Values from the calculation:
- E_HOMO (spin up / spin down) (eV) = 0.99 / -5.78
- frontier orbital gap (spin up / spin down) (eV) = 2.42 / 9.09

Model x:
This record from the Open Molecules 2025 dataset describes a 3-piece molecular cluster, C5H15NO2 overall. The level of theory is the ωB97M-V functional and the def2-TZVPD basis.

The geometry in ORCA input format:
```
! RIJCOSX wB97M-V def2-TZVPD def2/J DEFGRID3
* xyz -1 2
N 0.879 -0.477 -0.220
C 1.056 0.947 -0.514
C -0.280 1.630 -0.206
C -1.211 0.507 0.351
C -0.378 -0.756 0.471
C -0.826 -2.169 0.018
H 1.710 -0.970 0.077
H 1.886 1.346 0.093
H 1.438 1.003 -1.544
H -0.648 2.169 -1.073
H -0.131 2.303 0.641
H -2.156 0.391 -0.187
H -1.485 0.806 1.374
H -0.213 -0.916 1.557
H -0.632 -2.825 0.872
H -0.117 -2.529 -0.746
H -1.754 -2.258 -0.548
H -0.336 -0.458 -2.360
H -0.733 -1.810 -2.780
O -0.738 -0.908 -3.120
H 1.085 1.502 3.247
H 1.806 1.519 1.863
O 1.780 1.954 2.735
*
```

Values from the calculation:
- E_HOMO (spin up / spin down) (eV) = 0.82 / -4.98
- frontier orbital gap (spin up / spin down) (eV) = 2.90 / 8.53

Stability verdict: model x, ahead by 0.0610 hartree

Model w:
This record from the Open Molecules 2025 dataset describes an isolated ion of composition C6H9N2 and charge +1. The level of theory is the ωB97M-V functional and the def2-TZVPD basis.

The geometry in ORCA input format:
```
! RIJCOSX wB97M-V def2-TZVPD def2/J DEFGRID3
* xyz 1 1
C -2.938 0.022 -0.669
N -1.849 0.010 -0.263
N -0.740 0.284 0.359
C -0.050 1.628 0.603
C 1.289 0.897 0.286
C 1.210 0.182 -1.075
C 0.535 -0.426 0.109
C 0.584 -1.777 0.594
H -4.039 0.090 -0.828
H -0.266 1.855 1.626
H -0.303 2.332 -0.084
H 2.248 1.168 0.688
H 0.474 0.453 -1.990
H 2.207 -0.285 -1.356
H 0.834 -2.484 -0.125
H -0.512 -1.988 0.764
H 1.317 -1.963 1.360
*
```

Values from the calculation:
- E_HOMO (eV) = -13.96
- frontier orbital gap (eV) = 9.28

Model x:
This record from the Open Molecules 2025 dataset describes an isolated ion of composition C6H9N2 and charge +1. The level of theory is the ωB97M-V functional and the def2-TZVPD basis.

The geometry in ORCA input format:
```
! RIJCOSX wB97M-V def2-TZVPD def2/J DEFGRID3
* xyz 1 1
C 2.221 -0.144 0.277
C 1.569 -1.294 -0.327
C 1.666 1.059 0.341
C -0.823 -0.937 -0.209
C 0.268 1.320 -0.180
C -0.939 0.359 -0.021
N -2.158 0.989 0.107
N -1.399 -2.030 0.155
H 3.239 -0.053 0.567
H 1.893 -2.191 -0.808
H 2.225 1.798 0.809
H 0.049 2.396 0.109
H 0.379 1.392 -1.337
H -2.987 0.474 -0.171
H -2.289 1.953 -0.188
H -1.600 -2.179 1.165
H -1.315 -2.913 -0.288
*
```

Values from the calculation:
- E_HOMO (eV) = -12.32
- frontier orbital gap (eV) = 6.56

Model y:
This record from the Open Molecules 2025 dataset describes C6H9N2 as an isolated structure. The level of theory is the ωB97M-V functional and the def2-TZVPD basis.

The geometry in ORCA input format:
```
! RIJCOSX wB97M-V def2-TZVPD def2/J DEFGRID3
* xyz 1 1
C 0.885 0.815 -0.890
C -0.808 -1.282 -0.052
C 0.316 -0.666 0.272
C -0.312 0.644 -0.234
C 2.907 -0.378 0.365
C -2.611 0.389 0.590
N 1.593 -0.204 -0.105
N -1.677 -0.099 -0.414
H 1.779 2.987 -2.332
H -1.070 -2.291 -0.006
H 3.019 -0.058 1.507
H 3.231 -1.394 0.432
H 3.570 0.178 -0.310
H -2.906 1.429 0.212
H -3.532 -0.329 0.687
H -2.110 0.406 1.538
H -2.273 -0.149 -1.260
*
```

Values from the calculation:
- E_HOMO (spin up / spin down) (eV) = -13.50 / -13.51
- frontier orbital gap (spin up / spin down) (eV) = 7.37 / 9.00

Model z:
This record from the Open Molecules 2025 dataset describes a 2-piece molecular cluster, C6H9N2 overall. The level of theory is the ωB97M-V functional and the def2-TZVPD basis.

The geometry in ORCA input format:
```
! RIJCOSX wB97M-V def2-TZVPD def2/J DEFGRID3
* xyz 1 1
C -2.613 1.959 -0.922
C -2.899 1.235 -0.009
C 1.399 -0.376 0.924
C 0.418 0.168 -0.869
C 0.985 -1.132 -0.306
C 0.919 -2.354 -0.801
N 0.802 2.017 0.753
N 0.824 0.876 0.438
H -2.620 2.797 -1.574
H 0.952 -0.917 1.803
H 2.477 -0.174 1.239
H 0.917 0.708 -1.624
H -0.705 0.375 -0.869
H 1.625 -3.061 -0.413
H 0.382 -2.646 -1.658
H -2.864 0.589 0.827
H 1.189 2.269 1.668
*
```

Values from the calculation:
- E_HOMO (eV) = -14.09
- frontier orbital gap (eV) = 8.66

Stability verdict: model w, ahead by 0.0135 hartree

Model w:
This record from the Open Molecules 2025 dataset describes one molecule with the formula C4H8N6. The level of theory is the ωB97M-V functional and the def2-TZVPD basis.

The geometry in ORCA input format:
```
! RIJCOSX wB97M-V def2-TZVPD def2/J DEFGRID3
* xyz 0 1
C 2.997 -0.394 0.085
N 2.080 0.164 -0.924
C 1.112 1.084 -0.312
C -0.315 0.428 -0.156
N -0.399 -0.534 0.799
N -1.592 -1.053 0.961
C -2.551 -0.539 0.144
N -3.882 -1.079 0.348
N -2.463 0.395 -0.839
N -1.267 0.911 -0.998
H 2.361 -0.931 0.834
H 3.673 -1.144 -0.403
H 3.612 0.379 0.624
H 2.567 0.577 -1.712
H 1.052 2.084 -0.806
H 1.456 1.289 0.743
H -3.954 -1.386 1.322
H -4.487 -0.253 0.290
*
```

Values from the calculation:
- E_HOMO (eV) = -9.10
- frontier orbital gap (eV) = 8.34

Model x:
This record from the Open Molecules 2025 dataset describes one molecule with the formula C4H8N6. The level of theory is the ωB97M-V functional and the def2-TZVPD basis.

The geometry in ORCA input format:
```
! RIJCOSX wB97M-V def2-TZVPD def2/J DEFGRID3
* xyz 0 1
C 1.992 1.548 -0.244
C 0.010 0.506 0.195
C 2.870 -1.352 -0.354
C -1.993 2.084 0.448
N 1.416 2.665 -0.132
N 0.184 2.798 0.039
N 3.048 0.893 -0.157
N 3.675 -0.148 -0.259
N -0.620 1.657 0.255
N -0.579 -0.751 0.378
H 1.880 -1.038 -0.838
H 2.712 -1.786 0.604
H 3.587 -2.023 -0.876
H -1.943 3.132 0.759
H -2.558 2.108 -0.621
H -2.540 1.504 1.144
H 0.011 -1.565 0.495
H -1.622 -0.986 0.440
*
```

Values from the calculation:
- E_HOMO (eV) = -7.76
- frontier orbital gap (eV) = 7.94

Stability verdict: model w, ahead by 0.1574 hartree